1.
C23H28AuN3OPSe | ωB97M-V/def2-TZVPD

Element x y z (Å)
Au (1.01763, -0.97253, -0.72396)
N (-0.62676, -1.33627, 1.60636)
P (0.72070, -0.17296, 1.47616)
C (1.34433, -0.56208, 3.13676)
C (0.59235, -0.17586, 4.24646)
C (1.02229, -0.50808, 5.52226)
C (2.19176, -1.23568, 5.69228)
C (2.93727, -1.62308, 4.58798)
C (2.52075, -1.28190, 3.31002)
C (-0.21275, 1.36987, 1.56273)
C (-1.49213, 1.46943, 1.03013)
C (-2.15299, 2.69017, 1.04572)
C (-1.54461, 3.80193, 1.60662)
C (-0.26765, 3.70182, 2.14801)
C (0.40394, 2.49243, 2.11515)
C (-1.21707, -2.15586, 0.68895)
C (-2.32913, -2.94542, 1.03206)
C (-2.87668, -3.77113, 0.08434)
C (-2.33038, -3.82262, -1.20260)
C (-1.25295, -3.02400, -1.47085)
N (-0.71186, -2.20310, -0.55156)
H (-0.98684, -1.43075, 2.54650)
H (-0.31225, 0.40969, 4.12242)
H (0.44768, -0.19114, 6.38232)
H (2.52667, -1.49339, 6.68816)
H (3.85173, -2.18540, 4.72064)
H (3.11559, -1.56120, 2.45035)
H (-1.96921, 0.60574, 0.58635)
H (-3.14478, 2.76927, 0.62057)
H (-2.06426, 4.75083, 1.62399)
H (0.20585, 4.56868, 2.58883)
H (1.40763, 2.41913, 2.51589)
H (-2.73459, -2.89242, 2.03283)
H (-3.73220, -4.38324, 0.33729)
H (-2.73580, -4.46865, -1.96616)
H (-0.77536, -3.01630, -2.44089)
Se (2.64358, 0.43734, 0.37465)
C (2.45612, -1.29046, -5.33878)
C (2.01876, -1.35314, -3.95349)
N (1.68188, -1.39282, -2.86124)
H (1.62834, -0.96728, -5.96721)
H (2.79395, -2.27445, -5.65850)
H (3.27669, -0.58013, -5.42332)
C (1.45692, 2.69000, -2.65785)
C (0.25387, 2.48452, -1.75783)
O (-0.40553, 1.24187, -1.98967)
C (-1.23734, 1.24996, -3.13716)
C (-1.91904, -0.09240, -3.24894)
H (1.96214, 3.62000, -2.39371)
H (1.17988, 2.75514, -3.71082)
H (2.16542, 1.87053, -2.52465)
H (-0.46944, 3.30057, -1.86845)
H (0.57297, 2.45826, -0.71521)
H (-0.64856, 1.45128, -4.03967)
H (-1.97600, 2.05582, -3.04343)
H (-1.18069, -0.88131, -3.40259)
H (-2.60891, -0.10121, -4.09298)
H (-2.48090, -0.31803, -2.34126)

Results
Energy in Eh: -4011.04840
HOMO in eV: -10.900
ΔE to the lowest compared entry with this formula, charge and spin in kcal per mole: 14.85
Charge: +1
Gap between HOMO and LUMO in eV: 8.343

Atomic partial charges in e from the natural (NBO) method, atoms 1 to 2: 0.87, -0.91

=====

2.
C3H7NOS2 | ωB97M-V/def2-TZVPD

Element x y z (Å)
C (1.54409, -0.25300, 2.18231)
C (-0.61173, 0.08298, 0.39810)
C (-0.13753, 0.27602, -2.27614)
H (2.65674, 0.56419, 2.26504)
H (1.04126, 0.47201, 2.64645)
H (1.74116, -1.35077, 2.76311)
H (-0.36532, 1.58155, -2.64405)
H (-0.74548, -0.69805, -2.90532)
H (1.03305, -0.03372, -1.70624)
H (-2.74781, 0.10941, -0.44994)
N (-0.93438, 0.08275, -1.02241)
O (-2.17746, -0.35345, -1.42059)
S (1.30144, -0.18101, 0.49315)
S (-1.59803, -0.29893, 1.67652)

Results
Energy in Eh: -1044.58504
HOMO in eV: -8.520
ΔE to the lowest compared entry with this formula, charge and spin in kcal per mole: 199.13
Charge: 0
Gap between HOMO and LUMO in eV: 8.558

Atomic partial charges in e from the natural (NBO) method, atoms 1 to 2: -0.79, -0.09

=====

3.
C49H42BrF4INO4PSTeTi | ωB97M-V/def2-TZVPD

Element x y z (Å)
Ti (0.17411, -0.94643, 0.32504)
F (3.45752, 6.03457, -0.64458)
C (3.25182, 4.72770, -0.49176)
C (4.32215, 3.86493, -0.40298)
F (5.56720, 4.33485, -0.46529)
C (4.08789, 2.50837, -0.24910)
F (5.18052, 1.74893, -0.15938)
C (2.81254, 1.96640, -0.17862)
P (2.57607, 0.10610, -0.04876)
C (3.50214, -0.44751, -1.53391)
C (2.75196, -0.64632, -2.69152)
C (3.36749, -1.05979, -3.86594)
C (4.73217, -1.29563, -3.88921)
C (5.48299, -1.12060, -2.73393)
C (4.87362, -0.69802, -1.56329)
C (3.65493, -0.27037, 1.36181)
C (4.24877, -1.52625, 1.45448)
C (5.00657, -1.85275, 2.56708)
C (5.14789, -0.94543, 3.60882)
C (4.51618, 0.28564, 3.54285)
C (3.76951, 0.62155, 2.42255)
C (1.74599, 2.86650, -0.25176)
Br (-0.05721, 2.37142, -0.09652)
C (1.96706, 4.22764, -0.41109)
F (0.95808, 5.09698, -0.48584)
H (1.68032, -0.49812, -2.67354)
H (2.76941, -1.21488, -4.75475)
H (5.21123, -1.63015, -4.80109)
H (6.54759, -1.31759, -2.74025)
H (5.46726, -0.57737, -0.66914)
H (4.09588, -2.26217, 0.67457)
H (5.46175, -2.83312, 2.63082)
H (5.72080, -1.21236, 4.48794)
H (4.57636, 0.97673, 4.37364)
H (3.25943, 1.57768, 2.39427)
C (-5.47010, 3.51255, -3.38957)
C (-4.52198, 2.42189, -2.97015)
C (-4.99694, 1.19140, -2.52199)
C (-4.12719, 0.18329, -2.14323)
C (-2.75840, 0.41230, -2.19274)
C (-2.26315, 1.62023, -2.65267)
C (-3.14744, 2.61765, -3.03802)
S (-1.68322, -0.88114, -1.65472)
O (-0.28391, -0.38610, -1.78084)
O (-2.02999, -2.02999, -2.43290)
O (-1.89112, -0.99296, -0.19190)
H (-6.49933, 3.25978, -3.13712)
H (-5.42005, 3.67855, -4.46762)
H (-5.22342, 4.45655, -2.90180)
H (-6.06586, 1.02073, -2.46793)
H (-4.50346, -0.77334, -1.80465)
H (-1.19585, 1.77426, -2.71080)
H (-2.75827, 3.56578, -3.39138)
C (-7.52639, 1.33649, 6.53126)
C (-6.31322, 1.13002, 5.66379)
C (-6.19639, 1.75184, 4.42946)
C (-5.07658, 1.56885, 3.61798)
C (-5.02020, 2.32439, 2.31041)
C (-4.05283, 0.71448, 4.04628)
Te (-2.31876, 0.40617, 2.67071)
N (-0.25094, 0.04964, 2.10519)
C (0.66834, -0.74722, 2.72849)
O (1.16897, -1.62864, 1.85921)
C (1.10729, -0.71745, 4.06928)
C (0.70076, 0.30027, 4.97438)
C (1.12675, 0.28823, 6.28642)
C (1.95705, -0.72635, 6.76924)
C (2.35376, -1.74135, 5.88839)
C (1.94805, -1.74621, 4.57393)
C (-2.66663, -1.69069, 2.78214)
C (-1.74692, -2.49615, 3.44371)
C (-1.84437, -3.87958, 3.38484)
C (-2.87763, -4.46345, 2.67292)
C (-3.81552, -3.65926, 2.04192)
C (-3.73080, -2.27026, 2.07982)
C (-4.77341, -1.45476, 1.37015)
C (-4.13401, 0.11303, 5.30645)
C (-3.04841, -0.77617, 5.85303)
C (-5.26701, 0.32318, 6.08890)
H (-8.25661, 1.97968, 6.03968)
H (-7.25826, 1.80007, 7.48300)
H (-8.01495, 0.38710, 6.75961)
H (-6.99334, 2.40523, 4.08640)
H (-5.93381, 2.90376, 2.17189)
H (-4.90548, 1.65915, 1.45374)
H (-4.17698, 3.01784, 2.28079)
H (0.06792, 1.10136, 4.61160)
H (0.80959, 1.08317, 6.95321)
H (2.27936, -0.73207, 7.80241)
H (2.99417, -2.54037, 6.24707)
H (2.25845, -2.53159, 3.89624)
H (-0.93698, -2.05159, 4.00562)
H (-1.09732, -4.48729, 3.87919)
H (-2.94917, -5.54115, 2.59503)
H (-4.62668, -4.11493, 1.48484)
H (-5.44918, -2.10376, 0.81165)
H (-4.30899, -0.75762, 0.66978)
H (-5.36566, -0.87064, 2.07832)
H (-2.05761, -0.48452, 5.50098)
H (-3.20143, -1.81353, 5.54719)
H (-3.04238, -0.74323, 6.94336)
H (-5.32705, -0.15619, 7.06229)
I (1.68763, -4.42928, 0.37325)
C (0.20633, -3.02795, -0.35867)
H (0.34247, -3.11232, -1.44040)
H (-0.73309, -3.54028, -0.13476)

Results
Energy in Eh: -7376.37651
Spin multiplicity: 4
HOMO (spin up / spin down) in eV: -2.056 / -4.977
ΔE to the lowest compared entry with this formula, charge and spin in kcal per mole: 6.64
Charge: -1
Expectation value of S²: 3.787
Gap between HOMO and LUMO (spin up / spin down) in eV: 4.029 / 6.619

Atomic partial charges in e from the Mulliken method, atoms 1 to 2: 0.79, -0.31